(1)
A structure of composition C47H40AsBrClHfIN5O3S4 at a distorted geometry. Source: the OMol25 dataset; level of theory: the ωB97M-V functional and the def2-TZVPD basis.

XYZ file:
```
104
Properties=species:S:1:pos:R:3:forces:R:3:mulliken_charge:R:1
Hf 12.641711 13.076794 12.865470 1.78 -0.23 -0.38 0.641
Cl 8.442940 15.141456 7.484113 0.06 -0.01 0.44 -0.300
C 9.298920 14.241283 8.747266 -0.05 0.50 -0.73 0.618
C 8.757300 13.061088 9.151763 -0.59 -0.91 -0.40 -0.269
C 9.505938 12.192607 9.968606 1.38 1.53 -0.28 -0.796
I 8.959298 10.230896 10.184989 -0.19 -0.26 0.44 -0.003
C 10.747564 12.670297 10.505858 -1.46 -1.79 2.57 0.814
O 11.203013 12.115556 11.635643 -0.66 1.02 -2.54 0.133
C 11.332468 13.884049 10.044897 -1.44 -0.06 -0.93 -0.227
N 12.506314 14.235076 10.570973 0.59 0.93 0.95 0.087
C 12.998466 15.424199 10.228650 0.35 -1.78 0.05 -0.078
C 12.401179 16.175291 9.236677 -0.39 1.59 -1.05 -0.617
C 11.180794 15.887638 8.661170 0.76 -0.72 0.79 -1.483
C 10.587254 14.680360 9.127619 -0.15 0.53 -0.51 0.528
H 7.741455 12.787902 8.776826 1.08 0.08 0.36 0.328
H 13.960562 15.710286 10.643994 -0.22 0.01 0.14 0.101
H 12.943590 17.055290 8.915263 -0.03 0.15 0.00 0.434
H 10.743089 16.542758 7.900222 0.07 -0.48 0.39 0.396
C 13.690047 16.838983 14.562638 -0.34 -1.58 0.22 -0.675
N 12.254158 17.034346 14.325526 -1.15 -0.25 -0.10 0.246
C 11.754748 18.392732 14.631388 0.03 -0.24 0.01 -0.716
C 10.209819 18.516114 14.545369 1.35 0.18 0.55 -0.663
C 9.484088 17.211481 14.591714 -1.19 -2.04 0.58 -0.567
N 10.113612 16.123810 13.823360 1.55 0.97 -0.17 0.148
C 9.305191 15.033684 13.271568 -0.20 -0.08 1.22 -0.645
C 11.475423 16.048969 13.734363 0.57 0.08 0.04 -0.431
O 12.013364 15.075335 13.094286 -1.12 2.38 1.25 0.701
H 14.165425 16.538594 13.634688 0.41 0.21 0.08 -0.094
H 13.886264 16.044365 15.313386 -0.44 -0.03 -0.66 0.156
H 14.117790 17.688720 15.052497 0.07 0.96 -0.33 0.512
H 12.243405 19.116500 13.940415 -0.35 -0.44 0.22 0.287
H 12.119600 18.687633 15.634353 -0.26 -0.40 -0.33 0.458
H 9.944928 19.001477 13.627178 -0.10 0.44 -0.45 0.351
H 9.903800 19.131910 15.397800 -0.21 0.00 -0.34 0.315
H 8.522473 17.330361 14.063186 0.11 0.12 0.66 0.394
H 9.273599 16.825774 15.651001 0.33 0.66 -1.25 0.169
H 9.626382 14.806408 12.260272 -0.11 -0.16 -0.07 0.024
H 8.241440 15.334608 13.308181 0.59 -0.06 -0.22 0.445
H 9.428931 14.161517 13.947795 -0.10 0.15 -0.74 0.105
Br 15.336389 7.078840 10.856263 0.08 -1.24 0.04 -0.253
C 14.624971 8.686745 11.462449 1.31 1.99 -0.68 -0.168
C 15.356961 9.820383 11.060892 -0.50 -0.09 -0.26 -0.699
C 14.849147 11.106902 11.357992 0.83 -2.61 -0.17 -0.420
C 13.688336 11.231943 12.105182 -0.44 0.90 -0.33 1.122
C 12.954087 10.087619 12.434374 0.79 -0.33 0.18 -0.484
C 13.457824 8.826394 12.158404 -0.83 -1.25 0.73 -0.457
H 16.280147 9.653376 10.464019 -0.75 0.37 0.50 0.373
H 15.464547 11.873715 10.942530 -0.04 1.03 0.24 0.236
H 12.010156 10.164678 12.976848 0.22 -0.05 -0.15 0.502
H 12.984680 7.918233 12.560675 -0.09 0.44 -0.40 0.420
O 11.287858 12.334631 14.117717 -1.32 -1.06 1.76 -0.550
As 11.808513 11.817986 15.750386 2.05 1.52 0.71 1.271
C 12.993566 10.295224 16.453710 -2.10 0.10 3.19 0.738
C 12.817721 9.792047 17.824820 -1.00 1.49 -0.86 -0.477
C 13.525546 8.718098 18.292067 0.84 -0.51 -0.25 -0.648
C 14.588658 8.157362 17.490658 -1.85 -0.20 1.62 -0.467
C 14.754343 8.651737 16.257840 -0.56 1.05 -1.25 -0.968
C 13.951293 9.708970 15.739958 1.82 -0.83 -1.25 -0.194
C 10.058557 10.988654 16.212927 0.09 -1.14 -1.24 0.494
C 9.641738 10.614842 17.479819 -1.35 0.03 0.33 -0.318
C 8.416482 9.904573 17.643788 0.74 -0.12 0.33 -0.783
C 7.617596 9.546262 16.554870 0.86 0.60 0.47 -0.484
C 8.090763 9.892879 15.282038 -1.71 -0.80 -0.07 -0.683
C 9.309039 10.490337 15.123064 0.25 0.41 0.23 -0.598
C 11.731743 13.250886 17.155313 -2.44 -0.33 0.16 0.419
C 10.499649 13.955175 17.329274 0.71 -0.05 -0.10 -0.432
C 10.331185 14.878283 18.374339 0.47 -1.04 0.48 -0.790
C 11.273336 14.846884 19.463801 -1.63 0.76 -1.81 -0.502
C 12.460506 14.172584 19.256598 1.59 -0.09 1.36 -0.683
C 12.728681 13.428428 18.076395 -0.12 0.27 1.04 -0.345
H 12.111276 10.336794 18.515293 0.72 -0.95 -0.92 0.038
H 13.209565 8.270557 19.237927 0.52 0.25 -0.08 0.367
H 15.154204 7.280951 17.780849 -0.06 0.09 0.34 0.365
H 15.446669 8.183547 15.603603 0.69 -0.13 -0.54 0.469
H 14.191019 10.072930 14.751602 -0.09 -0.03 -0.18 0.427
H 10.172759 10.898870 18.390795 -0.10 0.03 -0.39 0.233
H 8.167024 9.584431 18.670320 -0.08 0.25 -0.65 0.326
H 6.698584 8.995618 16.723970 0.01 0.14 -0.17 0.391
H 7.458366 9.697314 14.386030 0.70 -0.13 0.72 0.363
H 9.648360 10.514867 14.107161 0.43 0.74 -0.31 0.239
H 9.684681 13.692258 16.642372 0.21 0.51 0.17 0.356
H 9.436138 15.518132 18.409813 0.36 -0.51 0.18 0.387
H 10.945462 15.386937 20.368495 0.86 -0.30 -0.41 0.359
H 13.231707 14.242364 20.105250 -1.06 -0.37 -1.51 0.242
H 13.653109 12.896847 17.903129 0.28 0.16 0.28 0.561
S 19.280614 15.040657 8.951145 -0.62 0.25 -0.12 -0.384
C 17.920278 15.107835 9.913949 0.15 -0.03 1.34 0.136
S 17.691965 13.904106 11.223467 -0.94 0.94 -1.04 -0.121
C 16.183598 14.751738 11.728090 1.29 -0.24 0.23 -0.038
N 16.064850 15.888215 11.142813 -0.67 0.26 -0.86 -0.434
N 16.937471 16.058594 10.076632 1.22 -0.15 -0.68 0.184
C 16.649734 17.190970 9.223981 -1.02 0.48 0.39 0.358
C 15.767116 18.164413 9.776964 0.50 -0.65 0.41 -0.121
C 15.191814 19.128801 8.970086 0.29 0.69 -0.61 -0.475
C 15.549515 19.207310 7.612855 -1.11 0.16 -0.54 -0.462
C 16.343785 18.231042 7.061824 0.81 -0.58 -0.33 -0.561
C 16.971593 17.286648 7.868239 0.68 -1.50 0.21 -0.360
S 15.258237 14.181091 13.040440 0.10 -0.15 -0.09 -0.075
H 15.601788 18.082358 10.860577 -0.34 0.18 -0.74 0.419
H 14.438640 19.851265 9.309966 0.55 -0.34 0.32 0.367
H 15.116480 19.960447 6.925848 0.08 -0.48 0.71 0.301
H 16.467217 18.071382 5.978696 0.11 0.69 0.55 0.339
H 17.694390 16.557818 7.436906 -0.87 0.56 0.34 0.170
S 13.795664 12.848248 15.094899 0.17 -0.05 -0.02 -0.366
```
Positions in Å, forces in eV/Å.

The total charge is -1. As for the HOMO-LUMO gap: 6.45 eV.

=====

(2)
A structure of composition C47H42F3FeGeN5P. Source: the OMol25 dataset; level of theory: the ωB97M-V functional and the def2-TZVPD basis.

XYZ file:
```
100
Properties=species:S:1:pos:R:3:forces:R:3:mulliken_charge:R:1
Fe 0.827808 -0.152306 -0.883974 -0.36 -0.37 -0.08 1.178
F -2.836667 -4.742485 -4.911521 0.03 -0.03 0.05 -0.268
C -2.198096 -5.127633 -3.804694 -0.01 0.01 0.02 0.687
F -3.098086 -5.647043 -2.957855 0.04 0.01 -0.06 -0.243
F -1.332347 -6.094755 -4.131080 -0.04 0.03 0.01 -0.249
C -1.472716 -3.970985 -3.150397 -0.04 -0.05 -0.02 0.222
C -0.990093 -4.116523 -1.858796 -0.01 -0.02 0.02 -0.906
C -0.364202 -3.037115 -1.272737 0.04 -0.01 0.01 -0.696
N -0.193434 -1.867666 -1.900920 -0.07 -0.04 0.15 1.370
C -0.636245 -1.751322 -3.152973 -0.10 0.02 -0.02 -0.425
C -1.287310 -2.776006 -3.817310 0.01 0.04 -0.04 -0.838
H -1.116301 -5.041179 -1.311954 -0.01 0.01 0.00 0.572
H 0.013019 -3.106723 -0.258158 -0.01 0.00 -0.06 0.025
H -0.489853 -0.794271 -3.642134 -0.02 -0.01 0.04 0.213
H -1.652699 -2.631262 -4.823837 0.00 0.00 0.01 0.593
N 3.573472 -3.031164 -2.184124 0.01 -0.02 -0.06 0.027
C 3.467353 -2.411765 -3.405142 0.05 -0.08 0.02 -0.843
C 2.734500 -1.293889 -3.181730 -0.03 0.20 0.10 -0.857
N 2.399762 -1.220277 -1.839698 0.40 -0.07 -0.06 0.813
C 2.925286 -2.294907 -1.271821 0.08 0.05 -0.16 -0.912
H 4.066712 -3.889554 -1.994526 0.01 0.00 0.00 0.273
H 3.918317 -2.807054 -4.298162 0.00 0.00 0.01 0.421
H 2.448582 -0.532893 -3.887980 -0.05 -0.03 -0.01 0.503
H 2.876447 -2.564008 -0.227292 -0.05 0.02 0.01 0.368
N 2.330851 2.594584 -1.414253 -0.05 -0.09 -0.03 -0.286
C 2.291368 3.864896 -0.986939 0.07 0.03 -0.02 -0.666
C 1.411834 3.917407 0.072580 0.00 -0.04 -0.02 -0.903
C 0.957219 2.608397 0.219035 0.13 0.09 0.12 -0.676
N 1.515546 1.803028 -0.688613 -0.01 0.30 -0.06 1.221
H 2.880999 2.211694 -2.164158 0.02 -0.01 0.00 0.052
H 2.896548 4.626417 -1.451215 -0.02 0.00 0.00 0.539
H 1.152950 4.777067 0.665295 0.01 -0.02 0.00 0.606
H 0.282044 2.210737 0.963033 0.03 -0.03 -0.03 0.688
C 4.407097 0.166271 0.479336 0.10 0.07 -0.07 -1.322
Ge 2.735152 -0.139533 1.435504 -0.09 -0.20 0.16 1.192
C 2.708583 -1.897900 2.268907 0.01 -0.30 0.00 0.558
C 1.655214 -2.803203 2.139502 0.02 -0.01 0.02 0.797
C 1.689639 -4.040658 2.769682 0.02 0.05 -0.01 -0.701
C 2.789963 -4.387239 3.541245 0.02 0.00 0.01 -0.619
C 3.843578 -3.495275 3.686766 0.00 0.01 0.00 -0.841
C 3.805232 -2.258698 3.055203 -0.05 -0.05 -0.03 -0.704
C 2.524079 1.249838 2.748388 -0.28 0.14 0.12 1.027
C 3.543738 2.147656 2.934174 -0.03 0.24 0.08 -0.618
C 3.443552 3.179156 3.900894 0.12 -0.12 -0.17 -1.076
C 2.312454 3.301992 4.646670 -0.15 -0.02 0.07 -0.967
C 1.235001 2.388780 4.494551 -0.01 0.12 0.11 1.001
C 0.067664 2.487423 5.295976 0.13 0.07 -0.02 -0.946
C -0.937904 1.577298 5.178227 -0.09 -0.16 -0.06 -0.698
C -0.830010 0.521144 4.243349 -0.08 0.15 0.12 -0.988
C 0.271813 0.416931 3.448720 0.13 0.05 -0.13 0.376
C 1.341185 1.347016 3.547951 0.01 -0.14 -0.06 -0.522
H 5.212896 -0.234088 1.098228 0.05 0.05 -0.03 0.509
H 4.571599 1.233625 0.333456 0.02 -0.02 0.01 0.399
H 4.441299 -0.323421 -0.489012 0.03 -0.03 0.01 0.338
H 0.774863 -2.531997 1.559770 0.04 0.05 0.06 -0.118
H 0.858887 -4.728173 2.672524 0.00 0.01 0.00 0.467
H 2.822865 -5.347613 4.038277 0.00 0.00 0.00 0.412
H 4.695508 -3.760802 4.298927 0.00 0.01 0.00 0.441
H 4.632547 -1.571397 3.196521 0.00 -0.01 -0.01 0.346
H 4.450768 2.085176 2.345569 0.00 0.01 0.02 0.380
H 4.270238 3.862734 4.041746 0.00 0.00 -0.01 0.463
H 2.225353 4.091453 5.383640 -0.01 -0.01 0.00 0.447
H -0.001836 3.293090 6.017042 0.01 -0.01 0.00 0.452
H -1.814721 1.649128 5.808454 0.00 0.00 -0.01 0.466
H -1.622299 -0.209993 4.167544 -0.05 -0.02 0.00 0.508
H 0.349107 -0.414170 2.753543 -0.01 0.05 0.00 -0.207
C -3.769498 2.300486 2.987344 -0.01 0.00 0.03 -0.703
C -3.981533 1.003257 2.548595 0.05 -0.01 0.00 -0.814
C -3.343987 0.537750 1.407200 -0.08 0.06 0.00 -1.080
C -2.497047 1.370978 0.677190 0.00 -0.07 0.06 0.821
C -2.273647 2.669616 1.142353 0.05 -0.01 -0.01 -0.345
C -2.906531 3.129492 2.286515 0.03 -0.02 0.01 -1.056
P -1.690919 0.751177 -0.846079 0.08 0.35 -0.13 1.753
C -2.950480 -0.294344 -1.654734 -0.01 -0.07 0.12 1.399
C -3.270194 -1.537377 -1.103249 0.06 -0.06 -0.06 -0.520
C -4.238466 -2.341991 -1.680600 0.02 0.00 -0.03 -1.214
C -4.887718 -1.923567 -2.835737 -0.01 -0.02 0.00 -0.808
C -4.564208 -0.700771 -3.402395 0.04 0.01 0.00 -0.919
C -3.603684 0.114374 -2.815802 -0.03 -0.03 -0.03 -0.738
C -1.612136 2.194624 -1.959463 -0.10 0.04 -0.01 0.503
C -2.580330 3.199003 -1.927366 -0.02 0.02 -0.01 -0.144
C -2.555845 4.232615 -2.852594 -0.01 -0.03 0.02 -0.833
C -1.578326 4.268156 -3.836658 0.03 0.00 -0.02 -0.813
C -0.625799 3.260052 -3.899939 -0.08 0.03 0.04 -0.931
C -0.646936 2.237393 -2.963387 0.11 -0.04 -0.05 -0.039
H -4.280771 2.666816 3.867974 0.02 0.00 0.00 0.455
H -4.653843 0.348462 3.087826 0.00 0.01 -0.01 0.454
H -3.555101 -0.467684 1.075900 -0.01 0.02 0.01 0.307
H -1.633840 3.349064 0.594817 -0.02 0.00 -0.03 0.596
H -2.734441 4.144454 2.620263 0.00 -0.01 0.00 0.475
H -2.750705 -1.896005 -0.222658 0.01 0.01 0.03 0.580
H -4.484027 -3.297343 -1.233984 0.00 0.01 -0.01 0.473
H -5.643966 -2.550375 -3.289998 0.01 0.00 0.00 0.457
H -5.064459 -0.369591 -4.302955 -0.01 0.00 0.01 0.495
H -3.374147 1.066789 -3.273632 -0.01 -0.01 0.01 0.312
H -3.372178 3.167472 -1.190965 0.01 0.01 0.03 0.566
H -3.312185 5.005070 -2.810348 0.00 -0.01 -0.01 0.488
H -1.567020 5.071490 -4.561224 0.00 0.00 0.01 0.430
H 0.124643 3.268936 -4.679909 0.00 0.00 0.01 0.491
H 0.103655 1.455532 -3.039522 -0.01 -0.03 0.06 0.046
```
Positions in Å, forces in eV/Å.

The total charge is +2. Its expectation value of S² is 8.763. As for the HOMO-LUMO gap (alpha / beta): 7.32 / 6.16 eV. The spin multiplicity is 6.

=====

Results for energy above the lowest of the compared OMol25 structures with the same formula, charge and spin: 107.7, 93.9 (in kJ/mol, following the order of the records).